Entry 1:
H80O40 | wB97M-V/def2-TZVPD

Last column: Mulliken charge in e.
CARTESIAN COORDINATES (ANGSTROEM)
O: 3.175 4.840 -3.599  -0.56
H: 3.299 5.664 1.069  0.26
H: -1.792 -0.525 -1.750  -0.09
H: 0.476 -2.540 6.176  0.28
H: 1.114 2.463 -6.338  0.31
O: 3.144 -0.068 2.387  -0.57
O: -2.641 -0.489 -4.960  -0.78
H: 0.741 -3.722 -3.597  0.33
O: -1.245 0.968 -0.292  0.58
H: -4.486 -2.151 -2.803  0.35
H: -5.243 -3.836 2.080  0.25
O: 3.678 -0.611 -4.655  -0.56
H: -3.239 -1.242 -4.939  0.31
O: -0.061 -4.222 -3.739  -0.66
H: -0.919 -4.204 3.161  0.34
H: 3.882 -1.461 -4.250  0.32
O: 3.101 -0.315 5.073  -0.68
H: -4.340 -1.544 -0.480  0.12
H: 3.663 -1.390 -0.751  0.05
H: -5.112 -0.844 2.773  0.25
H: -3.898 -1.041 3.715  0.33
H: 2.670 -3.067 -3.611  0.24
O: -2.640 2.860 -1.751  -0.57
H: 3.932 -0.768 5.266  0.31
O: -1.290 -3.827 3.959  -0.69
H: 2.546 5.058 -0.048  0.28
H: -4.554 2.391 1.941  0.35
H: -0.249 -0.101 1.953  -0.12
H: -1.441 1.640 -2.266  0.19
O: 6.205 1.132 2.623  -0.63
H: -2.681 -5.327 1.996  0.33
H: 0.834 5.796 -2.182  0.29
H: 4.618 -1.200 -1.882  0.31
H: -0.700 -3.532 -3.535  0.33
H: -5.158 -3.172 -1.973  0.30
H: 0.378 -1.369 -1.410  0.04
H: -5.276 1.668 3.062  0.31
O: -5.243 -2.749 -2.835  -0.66
H: -2.624 -3.813 0.767  0.36
H: -2.203 -0.460 -4.092  0.42
H: 4.738 -3.134 2.209  0.26
H: -1.226 2.493 3.942  0.26
O: 4.276 -3.132 1.368  -0.60
H: 2.498 0.637 2.160  0.23
O: 0.745 -2.806 5.291  -0.59
H: -2.179 0.844 2.888  0.23
O: -0.630 1.365 -2.702  -0.36
H: 0.993 -2.774 2.905  0.17
O: -4.736 -3.137 1.656  -0.57
H: -1.030 -1.823 -2.638  0.10
H: 3.240 -2.943 -2.300  0.24
H: 3.985 4.705 -3.114  0.28
H: -2.186 -1.073 1.848  0.05
H: 1.327 0.906 -1.386  0.09
H: -1.569 -5.875 0.991  0.33
O: 0.660 -2.328 2.114  -0.04
O: -5.413 2.052 2.190  -0.66
O: -2.818 1.499 2.574  -0.53
O: -3.689 1.746 -3.929  -0.56
H: 3.417 2.454 2.064  0.29
H: 0.493 6.648 -0.834  0.27
H: 2.497 -1.051 5.270  0.32
H: 1.420 3.363 -3.144  0.27
H: -3.323 -2.001 2.004  0.01
H: 1.257 -1.593 2.047  -0.05
H: 2.477 0.124 -0.715  0.13
O: 3.052 4.797 0.738  -0.54
H: 1.072 -2.866 -1.528  0.17
O: 0.513 -2.180 -1.906  -0.19
H: -2.347 2.256 2.201  0.19
O: 4.575 -1.185 -0.917  -0.50
O: 0.577 3.560 -3.576  -0.49
O: 1.492 1.841 -5.687  -0.66
H: -1.938 1.430 -0.773  0.02
H: 3.778 -0.824 -5.589  0.28
O: 1.765 0.724 -0.540  0.03
O: -0.693 2.211 4.690  -0.64
H: -2.104 -4.198 -0.528  0.31
O: -2.363 -1.961 2.178  0.16
H: 3.714 -2.357 1.386  0.31
H: 2.458 2.966 1.075  0.20
H: -2.416 3.772 -1.935  0.23
H: 0.001 2.019 -3.013  0.17
O: -3.962 -0.756 -0.879  -0.29
H: -4.213 -3.528 0.939  0.16
H: -4.716 -0.243 -1.193  0.24
H: 1.753 -4.901 1.606  0.24
O: -2.873 -4.403 0.029  -0.80
O: -0.693 3.289 0.736  -0.11
H: 4.670 3.963 -1.526  0.28
H: -0.464 -0.598 3.499  -0.01
O: 1.943 -4.602 0.708  -0.47
O: -1.774 -1.266 -2.361  -0.08
O: 2.470 2.402 1.869  -0.62
O: 1.109 6.087 -1.308  -0.59
H: -0.918 3.879 0.025  0.05
H: -3.358 2.517 -2.310  0.21
H: 2.821 -5.001 0.644  0.25
O: 3.384 -3.470 -3.101  -0.61
O: -0.720 -0.012 2.784  0.19
H: -3.744 0.970 -4.520  0.30
H: 3.069 -0.277 3.332  0.44
O: -1.902 -5.836 1.881  -0.64
H: 0.748 1.230 -5.834  0.34
H: -1.793 -3.005 3.873  0.32
O: 3.863 3.456 -1.577  -0.48
H: 0.198 3.076 1.012  0.13
O: -0.343 5.307 3.054  -0.66
H: 5.673 0.355 2.824  0.31
H: 0.058 1.728 4.330  0.34
H: 0.650 3.327 -4.508  0.21
O: -4.858 -1.029 3.680  -0.66
H: -0.308 4.845 2.195  0.33
H: 3.765 2.758 -0.947  0.16
H: -0.128 4.494 3.546  0.36
H: -0.018 -3.316 4.895  0.35
H: -1.545 0.497 0.482  -0.25
H: -4.033 2.462 -4.467  0.24
H: 6.093 1.232 1.678  0.31
H: 3.316 4.309 -4.391  0.29

DFT total energy (hartree): -3057.44307
2S+1: 1
Charge: 0
ΔE to the lowest compared entry with this formula, charge and spin (kcal/mol): 197.21

Entry 2:
C5H13N2O | wB97M-V/def2-TZVPD

Last column: Mulliken charge in e.
CARTESIAN COORDINATES (ANGSTROEM)
H: 1.514 -0.166 1.742  0.34
H: -2.088 0.491 1.502  0.39
H: 0.287 1.778 0.220  0.37
H: 2.071 -0.186 -1.317  0.56
H: -0.559 -0.389 1.536  0.30
O: -0.374 1.578 1.150  -0.41
N: -2.400 -0.745 -0.720  -0.53
C: -1.091 0.447 1.041  -0.50
H: -3.194 -0.317 -1.176  0.27
C: 1.956 -0.480 0.802  -1.24
H: 1.942 1.914 -0.694  0.33
H: 2.016 -1.563 0.724  0.38
C: -0.056 -0.803 -0.819  -0.99
C: -1.219 0.056 -0.498  0.15
H: 0.038 -1.742 -0.286  0.34
N: 1.038 1.450 -0.581  -0.24
H: 2.999 -0.150 0.785  0.40
H: -2.761 -1.246 0.077  0.26
H: -1.331 0.988 -1.046  0.49
H: -0.120 -0.960 -1.895  0.35
C: 1.332 0.046 -0.547  -0.04

DFT total energy (hartree): -382.58520
2S+1: 1
Charge: +1
ΔE to the lowest compared entry with this formula, charge and spin (kcal/mol): 173.47

Entry 3:
C9H24FeO11S2 | wB97M-V/def2-TZVPD

Last column: Mulliken spin population.
CARTESIAN COORDINATES (ANGSTROEM)
H: -10.949 6.895 -10.601  0.00
H: -16.793 11.692 -16.534  0.00
C: -15.934 11.051 -16.314  0.00
Fe: -13.269 10.045 -14.044  4.24
H: -13.618 6.336 -11.340  0.00
H: -13.426 7.712 -10.208  0.00
O: -11.966 8.991 -15.101  0.12
C: -10.265 13.255 -14.698  0.00
C: -13.464 7.419 -11.259  0.00
H: -9.553 13.672 -15.417  0.00
O: -12.411 9.311 -12.326  0.05
C: -14.734 11.984 -16.101  0.00
H: -11.192 13.778 -14.935  0.00
O: -14.653 11.482 -11.029  0.01
O: -13.098 8.090 -17.120  0.01
H: -13.397 13.198 -17.326  0.00
H: -10.230 7.204 -12.138  0.00
C: -12.305 7.882 -12.095  0.00
O: -13.587 11.138 -15.764  0.04
C: -10.437 11.771 -15.038  0.00
S: -14.762 11.564 -12.465  0.00
H: -9.273 10.009 -15.288  0.00
H: -12.229 7.357 -13.044  0.00
C: -10.935 7.622 -11.420  0.00
H: -14.455 7.731 -11.605  0.00
O: -12.577 6.595 -15.326  0.01
O: -13.415 11.722 -13.038  0.12
H: -10.854 11.740 -16.044  0.00
H: -11.073 11.665 -13.218  0.00
H: -13.073 11.196 -16.578  0.01
H: -8.407 11.473 -15.836  0.00
O: -15.782 12.492 -12.919  0.01
H: -15.104 13.652 -17.445  0.00
H: -12.173 9.681 -11.468  0.01
H: -14.538 12.144 -18.210  0.00
H: -15.730 10.223 -16.988  0.00
H: -16.198 10.629 -15.342  0.00
O: -11.208 11.145 -14.017  0.03
H: -8.583 11.073 -14.106  0.00
H: -14.893 12.632 -15.240  0.00
S: -12.866 7.958 -15.699  0.00
H: -9.896 13.381 -13.682  0.00
H: -10.513 8.502 -10.925  0.00
O: -14.040 8.505 -14.906  0.17
C: -14.420 12.813 -17.354  0.00
C: -9.078 11.064 -15.080  0.00
O: -14.972 10.240 -13.153  0.15

DFT total energy (hartree): -3245.17974
2S+1: 6
Charge: -1